[1]
Here is a single CHCl2O2P molecule in a non-equilibrium geometry from the OMol25 dataset. Energies are from ωB97M-V/def2-TZVPD.

Structure (XYZ):
```
7
CHCl2O2P (ωB97M-V/def2-TZVPD)
H -0.88 1.17 0.12
P 0.97 -0.78 -0.12
O 1.98 0.12 0.74
Cl -1.58 -0.47 1.49
O 1.86 0.34 -0.75
Cl -1.63 -0.46 -1.46
C -0.71 0.09 -0.02
```

Summary:
Frontier orbital gap   10.20 eV
Lowest unoccupied orbital energy   -0.4221 eV
2S+1   1
SMILES   ClC(Cl)p1oo1

Atomic partial charges in e from the Mulliken method, atoms 1 to 5:
1. H 0.34
2. P 0.41
3. O -0.20
4. Cl -0.17
5. O -0.18

=====

[2]
Here is a single C13H13N3O5 molecule in a non-equilibrium geometry from the OMol25 dataset. Energies are from ωB97M-V/def2-TZVPD.

Structure (XYZ):
```
34
C13H13N3O5 (ωB97M-V/def2-TZVPD)
C 4.25 -1.38 -0.48
C 4.99 -2.57 -0.87
H 2.28 -2.04 -2.69
H -2.18 2.49 -1.27
C 3.08 -3.65 -1.55
N -1.62 0.66 -0.63
H -3.14 0.46 1.90
C -2.57 1.76 -0.60
H 4.77 -0.56 0.00
C 0.87 -2.54 -1.28
C 2.93 -1.25 -0.82
C -3.60 1.43 1.71
H 0.38 -3.51 -1.43
H -3.54 1.50 -1.00
C 2.06 -0.11 -0.55
N 4.46 -3.64 -1.37
O -3.30 1.83 4.14
H -1.76 2.44 1.28
N 0.11 -1.56 -0.84
C 2.30 -2.37 -1.63
C -3.85 2.21 3.00
H -3.65 2.44 4.79
H 6.06 -2.52 -0.75
O 2.57 1.13 -0.24
H -1.89 -0.30 -0.92
C -2.72 2.28 0.83
O 2.55 -4.71 -1.90
O 0.16 1.97 -0.35
H -3.11 3.32 0.71
O -4.58 3.17 2.96
H 1.84 1.82 -0.16
C -0.27 0.84 -0.51
H -4.55 1.21 1.17
C 0.68 -0.28 -0.66
```

Summary:
Frontier orbital gap   7.13 eV
Lowest unoccupied orbital energy   -1.6240 eV
2S+1   1
SMILES   O=C(O)CCCNC(=O)C1=C(O)C2=CC=NC(=O)[C@H]2C=N1

Atomic partial charges in e from the Mulliken method, atoms 1 to 5:
1. C -0.35
2. C -0.16
3. H 0.30
4. H 0.35
5. C 0.21

=====

[3]
Here is a molecular structure, C6H12O from the OMol25 dataset. Energies are from ωB97M-V/def2-TZVPD.

Structure (XYZ):
```
19
C6H12O (ωB97M-V/def2-TZVPD)
C -1.96 0.31 -1.16
H 2.36 -1.84 0.77
H -3.01 0.01 -1.31
C 1.25 1.26 -0.44
H 3.10 -0.24 0.89
H -1.45 0.24 -2.12
O 0.38 1.20 0.51
H -1.59 -1.01 2.09
C 2.38 -0.84 0.32
H 1.86 2.16 -0.44
H -2.07 0.68 1.59
C -0.17 -0.04 0.71
C -1.48 -0.20 1.36
H -1.27 -1.62 -0.35
C -1.30 -0.56 -0.11
H 1.12 -0.65 0.61
H 1.07 0.73 -1.37
H -1.96 1.36 -0.86
H 2.74 -0.96 -0.70
```

Summary:
Frontier orbital gap   7.92 eV
Lowest unoccupied orbital energy   0.4226 eV
2S+1   1

Atomic partial charges in e from the Mulliken method, atoms 1 to 5:
1. C -1.35
2. H 0.34
3. H 0.37
4. C -0.52
5. H 0.31

=====

[4]
Here is a gas-phase ion, C5H9NO2 (charge -1) in a non-equilibrium geometry from the OMol25 dataset. Energies are from ωB97M-V/def2-TZVPD.

Structure (XYZ):
```
17
C5H9NO2 (ωB97M-V/def2-TZVPD)
H 0.35 2.43 1.11
O -0.14 0.32 -2.42
H -1.23 -2.26 -2.01
C -1.22 -0.59 -0.55
C 0.57 1.35 1.00
H 0.01 -2.41 -0.57
C 1.84 1.09 1.80
H -2.22 -0.44 -0.95
H -1.23 -0.63 0.54
N 0.68 0.97 -0.41
C -0.92 -2.05 -0.99
H 1.20 1.70 -0.88
H -1.63 -2.64 -0.36
O 2.00 1.72 2.89
C -0.21 0.32 -1.18
H -0.31 0.91 1.55
H 2.45 0.23 1.44
```

Summary:
Frontier orbital gap (spin up / spin down)   3.65 / 7.13 eV
Lowest unoccupied orbital energy (spin up / spin down)   3.7086 / 3.6729 eV
2S+1   2
Net charge   -1
Expectation value of S²   0.753

Atomic partial charges in e from the Mulliken method, atoms 1 to 5:
1. H 0.15
2. O -0.72
3. H 0.28
4. C -0.15
5. C -0.32

=====

[5]
Here is 2 unconnected molecules or ions with the total composition C2H10NOS in a non-equilibrium geometry from the OMol25 dataset. Energies are from ωB97M-V/def2-TZVPD.

Structure (XYZ):
```
15
C2H10NOS (ωB97M-V/def2-TZVPD)
C -1.03 -0.39 -0.90
H 1.06 0.16 0.47
H 3.88 -1.02 0.91
H 0.46 1.46 1.41
S -2.69 -0.98 -1.31
H -3.51 -0.37 -0.44
H 2.99 -1.51 -0.26
H -0.58 -1.36 -0.57
H 0.68 1.65 -0.17
C -1.02 0.52 0.23
H -0.44 -0.11 -1.75
H -1.59 0.32 1.27
O 3.04 -0.86 0.48
H -1.63 1.57 0.10
N 0.37 0.94 0.54
```

Summary:
Frontier orbital gap (spin up / spin down)   3.97 / 9.63 eV
Lowest unoccupied orbital energy (spin up / spin down)   0.5139 / 0.2640 eV
2S+1   2
Expectation value of S²   0.751

Atomic partial charges in e from the Mulliken method, atoms 1 to 5:
1. C -0.23
2. H 0.28
3. H 0.37
4. H 0.85
5. S -0.27

=====

[6]
Here is a gas-phase ion, C5H10N (charge +1) in a non-equilibrium geometry from the OMol25 dataset. Energies are from ωB97M-V/def2-TZVPD.

Structure (XYZ):
```
16
C5H10N (ωB97M-V/def2-TZVPD)
H 0.71 2.34 -0.32
H -1.82 -0.51 -1.21
H 0.18 -2.22 1.01
C 0.50 -0.28 0.27
C -0.82 0.32 0.56
C -1.96 -0.46 -0.13
C 1.49 1.70 -0.72
N 1.48 0.45 -0.54
H -0.93 1.40 0.42
H -2.01 -1.50 0.18
H -1.03 0.22 1.63
C 0.87 -1.53 0.54
H 2.20 -0.17 -0.90
H 2.27 2.27 -1.20
H 1.85 -1.91 0.30
H -2.98 -0.12 0.11
```

Summary:
Frontier orbital gap   9.27 eV
Lowest unoccupied orbital energy   -5.3115 eV
2S+1   1
Net charge   +1
SMILES   C=[NH+]C(=C)CC

Atomic partial charges in e from the Mulliken method, atoms 1 to 5:
1. H 0.23
2. H 0.32
3. H 0.27
4. C 0.80
5. C -0.47

=====

| no. | molecular weight (g mol⁻¹) |
| --- | --- |
| 1 | 146.90 |
| 2 | 291.26 |
| 3 | 100.16 |
| 4 | 115.13 |
| 5 | 96.17 |
| 6 | 84.14 |